No. 1
The following is a quantum chemistry calculation of one molecule with the formula C20H19ClN4OS at a distorted geometry, from the Open Molecules 2025 dataset.

Computed properties:
ΔE to the lowest compared entry with this formula, charge and spin in kJ/mol: 195.0
Structure (SMILES): CN(C(=O)n1nc(-c2ccc(Cl)cc2)nc1SCC1CC1)c1ccccc1
HOMO in Ha: -0.319
Orbital gap in eV: 8.42

Geometry as ORCA input:
```
! RIJCOSX wB97M-V def2-TZVPD def2/J DEFGRID3
* xyz 0 1
Cl 7.97093 0.76139 0.87359
S -1.17709 -0.80203 2.46960
O -2.00461 -1.02054 -0.62215
N 1.45438 -0.65884 1.76650
N 1.47542 -0.53725 -0.45470
N 0.23135 -0.58423 -0.06746
N -0.65821 -0.10444 -2.24367
C 0.23290 -0.74402 1.35137
C 6.32156 0.28553 0.91048
C -2.34217 3.23578 -1.81465
C -0.85480 -0.64416 -0.98167
C -3.58642 -2.56829 2.36873
C 5.67671 0.52547 -0.25401
C 2.23778 -0.49647 0.62773
C -2.25541 1.87881 -1.93782
C -1.99224 -2.50484 2.36504
C -1.27668 4.07100 -2.15047
C 5.65574 -0.33860 2.03040
C 4.29856 -0.49589 1.93500
C 3.65676 -0.33215 0.68805
C -1.32421 -0.79799 -3.32300
C -1.01347 1.26182 -2.26166
C 0.07081 2.15748 -2.47619
C -4.48240 -1.61191 1.67091
C -0.06713 3.51787 -2.43994
C -4.31330 -1.55254 3.23171
C 4.29989 0.16267 -0.44448
H -3.98001 -0.82900 1.11822
H 6.19567 1.13754 -0.89818
H -1.12224 -0.24793 -4.26340
H 3.74023 0.26566 -1.34532
H 0.82409 4.11931 -2.59527
H 3.79240 -0.97776 2.85063
H -5.47947 -1.87111 1.18750
H 1.09226 1.71490 -2.50546
H -0.88067 -1.70137 -3.47520
H -3.30067 3.78655 -1.53221
H 6.17721 -0.69654 2.90908
H -4.07054 -3.59784 2.42597
H -1.34678 5.20099 -2.01736
H -2.43786 -0.95889 -3.21827
H -1.62590 -3.02669 1.50896
H -3.13541 1.30579 -1.76261
H -3.71210 -0.82635 3.67645
H -1.77273 -2.98093 3.29951
H -5.19216 -1.87998 3.81976
*
```

Mulliken charges in e: number 1, Cl, carries -0.21; number 2, S, carries -0.23; number 3, O, carries -0.59; number 4, N, carries -0.47; number 5, N, carries -0.96; number 6, N, carries 0.95; number 7, N, carries 0.30; number 8, C, carries 0.12; number 9, C, carries 0.53; number 10, C, carries -0.63; number 11, C, carries 0.32; number 12, C, carries 0.07; number 13, C, carries -0.78; number 14, C, carries 0.31; number 15, C, carries -0.27; number 16, C, carries -0.92; number 17, C, carries -0.28; number 18, C, carries -0.49; number 19, C, carries -0.42; number 20, C, carries 0.40; number 21, C, carries -1.00; number 22, C, carries -0.11; number 23, C, carries 0.03; number 24, C, carries -0.32; number 25, C, carries -0.53; number 26, C, carries -0.69; number 27, C, carries -0.60; number 28, H, carries 0.08; number 29, H, carries 0.45; number 30, H, carries 0.37; number 31, H, carries 0.52; number 32, H, carries 0.35; number 33, H, carries 0.29; number 34, H, carries 0.25; number 35, H, carries 0.28; number 36, H, carries 0.43; number 37, H, carries 0.26; number 38, H, carries 0.40; number 39, H, carries 0.37; number 40, H, carries 0.28; number 41, H, carries 0.30; number 42, H, carries 0.39; number 43, H, carries 0.44; number 44, H, carries 0.25; number 45, H, carries 0.53; number 46, H, carries 0.24

---

No. 2
The following is a quantum chemistry calculation of C14H24AsBrI2N2O2PtS as an isolated structure, from the Open Molecules 2025 dataset.

Computed properties:
ΔE to the lowest compared entry with this formula, charge and spin in kJ/mol: 26.7
HOMO in Ha: -0.483
Orbital gap in eV: 6.73

Geometry as ORCA input:
```
! RIJCOSX wB97M-V def2-TZVPD def2/J DEFGRID3
* xyz 2 1
Pt -0.47815 0.71967 0.51934
I -2.58970 0.15169 1.98955
I -2.54094 1.62728 4.24887
Br -0.39866 -8.00288 -0.60570
As 2.59045 -0.67402 -0.75774
S 1.26582 1.03067 -0.96217
O -2.39284 -1.51009 0.10379
O -0.20156 -1.27009 0.46153
N -1.98320 5.40067 0.28188
N -0.64390 2.81814 0.38407
C 0.32346 -5.41935 0.30205
C -1.60503 3.15425 -0.69494
C 2.87416 -1.15262 1.07389
C -0.98906 5.07934 1.36662
C -0.96848 3.58057 1.60607
C -1.02387 -3.44395 0.01567
C 0.13801 -4.06057 0.47689
C -1.66414 4.64538 -0.98140
C 4.26097 -0.07629 -1.48075
C -2.00619 -4.20262 -0.61644
C -0.65480 -6.15922 -0.35206
C 2.01956 -2.15290 -1.82857
C -1.81954 -5.55926 -0.81189
C -1.26015 -1.99635 0.20922
H -1.93820 3.23952 1.96840
H -0.02532 5.46145 1.02890
H -1.99016 6.40635 0.09709
H -0.24092 3.34859 2.38118
H 3.57920 -1.98272 1.11008
H -2.91354 -3.72118 -0.95435
H 1.92371 -1.43231 1.51807
H 1.21109 -5.91022 0.67559
H 4.64576 0.74191 -0.87653
H 0.29545 3.08433 0.08070
H -2.58240 2.76988 -0.39472
H -0.70888 5.03065 -1.33858
H 2.00737 -1.82584 -2.86670
H -1.31766 2.63208 -1.60615
H 4.10694 0.25855 -2.50456
H 2.73414 -2.96658 -1.70455
H 4.96296 -0.90935 -1.46960
H -1.28235 5.61233 2.26915
H 3.29381 -0.28882 1.58561
H 0.88711 -3.48172 1.00104
H -2.92650 5.16030 0.59934
H 1.03059 -2.47309 -1.51709
H -2.43151 4.87067 -1.71956
H -2.57292 -6.15221 -1.31059
*
```

Mulliken charges in e: number 1, Pt, carries 0.54; number 2, I, carries 0.27; number 3, I, carries -0.11; number 4, Br, carries -0.12; number 5, As, carries 0.80; number 6, S, carries -0.67; number 7, O, carries -0.83; number 8, O, carries -0.51; number 9, N, carries -0.14; number 10, N, carries -0.48; number 11, C, carries -0.70; number 12, C, carries -0.36; number 13, C, carries -0.86; number 14, C, carries -0.85; number 15, C, carries -0.61; number 16, C, carries 0.37; number 17, C, carries 0.08; number 18, C, carries -0.86; number 19, C, carries -1.02; number 20, C, carries -0.53; number 21, C, carries 0.02; number 22, C, carries -0.88; number 23, C, carries -0.51; number 24, C, carries 0.76; number 25, H, carries 0.26; number 26, H, carries 0.37; number 27, H, carries 0.36; number 28, H, carries 0.52; number 29, H, carries 0.43; number 30, H, carries 0.44; number 31, H, carries 0.16; number 32, H, carries 0.47; number 33, H, carries 0.36; number 34, H, carries 0.45; number 35, H, carries 0.42; number 36, H, carries 0.36; number 37, H, carries 0.41; number 38, H, carries 0.36; number 39, H, carries 0.39; number 40, H, carries 0.40; number 41, H, carries 0.41; number 42, H, carries 0.43; number 43, H, carries 0.39; number 44, H, carries 0.36; number 45, H, carries 0.39; number 46, H, carries 0.17; number 47, H, carries 0.43; number 48, H, carries 0.46